Formula: C3H7NORb
Source: the OMol25 dataset
Level of theory: wB97M-V/def2-TZVPD

Each line ends with the Mulliken charge.
CARTESIAN COORDINATES (ANGSTROEM)
1 Rb 3.33 1.16 -2.07  1.0065
2 C 0.67 -1.68 0.04  -0.9948
3 C 0.39 -0.17 0.04  0.6300
4 O 1.37 0.50 -0.31  -0.6578
5 N -0.81 0.17 0.45  -0.1865
6 C -1.33 1.48 0.28  -0.8506
7 H 1.54 -1.92 0.65  0.2554
8 H 0.82 -2.26 -0.87  0.2934
9 H -0.19 -2.21 0.45  0.3003
10 H -1.54 -0.53 0.47  0.2885
11 H -1.27 1.88 -0.73  0.2638
12 H -0.65 2.08 0.89  0.2933
13 H -2.33 1.50 0.71  0.3582

## Properties
LUMO   -3.6 eV
Net charge   +1
Energy above the lowest of the compared OMol25 structures with the same formula, charge and spin   40.2 kJ/mol
Spin multiplicity   1
Kohn-Sham gap   0.362 Eh
Strongest force on any atom   0.0896 Eh/bohr


Formula: C3H7NORb
Source: the OMol25 dataset
Level of theory: wB97M-V/def2-TZVPD

Each line ends with the Mulliken charge.
CARTESIAN COORDINATES (ANGSTROEM)
1 Rb -2.82 -1.98 1.32  0.9947
2 C 1.89 0.17 0.69  -0.9896
3 C 0.47 0.52 0.51  0.7312
4 O -0.16 0.95 1.46  -0.6317
5 N -0.01 0.22 -0.68  -0.1835
6 C -1.43 0.15 -0.94  -0.8471
7 H 2.11 -0.40 1.60  0.2974
8 H 2.62 0.93 0.43  0.2796
9 H 2.08 -0.58 -0.08  0.3099
10 H 0.64 -0.39 -1.16  0.2307
11 H -1.60 0.56 -1.94  0.2807
12 H -2.00 0.74 -0.22  0.4272
13 H -1.77 -0.88 -0.97  0.1004

## Properties
LUMO   -4.2 eV
Net charge   +1
Energy above the lowest of the compared OMol25 structures with the same formula, charge and spin   113.8 kJ/mol
Spin multiplicity   1
Kohn-Sham gap   0.324 Eh
Strongest force on any atom   0.0649 Eh/bohr


Formula: C3H7NOS
Source: the OMol25 dataset
Level of theory: wB97M-V/def2-TZVPD

Each line ends with the Mulliken charge.
CARTESIAN COORDINATES (ANGSTROEM)
1 C 0.71 -1.02 -0.57  -0.4546
2 O 2.07 -1.43 -0.51  -0.9635
3 C 0.15 0.02 0.53  0.3258
4 C -1.34 0.12 0.51  -0.8576
5 S -2.26 1.02 -0.85  -0.8313
6 N 0.81 1.32 0.19  -0.7513
7 H 0.05 -1.97 -0.43  0.1594
8 H 0.44 -0.69 -1.55  0.1931
9 H 0.39 -0.13 1.62  0.1241
10 H -1.74 -0.90 0.35  0.2560
11 H -1.52 0.83 1.40  0.2567
12 H 0.42 1.70 -0.70  0.2515
13 H 1.82 1.13 0.03  0.2917

## Properties
LUMO   6.3 eV
Net charge   -2
Energy above the lowest of the compared OMol25 structures with the same formula, charge and spin   110.3 kJ/mol
Spin multiplicity   1
Kohn-Sham gap   0.193 Eh
Strongest force on any atom   0.0833 Eh/bohr


Formula: C3H7NOS
Source: the OMol25 dataset
Level of theory: wB97M-V/def2-TZVPD

Each line ends with the Mulliken charge.
CARTESIAN COORDINATES (ANGSTROEM)
1 C 0.74 -0.98 1.40  -0.5099
2 C -0.05 -0.19 -1.55  -0.7933
3 C -0.85 1.46 0.15  -0.0563
4 H 0.47 -1.84 0.83  0.2353
5 H -0.08 -0.71 2.07  0.2563
6 H 1.64 -1.13 1.95  0.2657
7 H 0.05 -1.28 -1.45  0.2247
8 H -1.00 0.05 -2.02  0.3223
9 H 0.79 0.19 -2.15  0.2857
10 H -0.53 1.79 1.14  0.3273
11 N -0.08 0.41 -0.24  0.0833
12 O 1.01 0.13 0.54  -0.2753
13 S -2.11 2.11 -0.67  -0.3658

## Properties
LUMO   0.7 eV
Net charge   0
Energy above the lowest of the compared OMol25 structures with the same formula, charge and spin   269.3 kJ/mol
Spin multiplicity   1
Kohn-Sham gap   0.337 Eh
Strongest force on any atom   0.0227 Eh/bohr


Formula: C3H7NOS
Source: the OMol25 dataset
Level of theory: wB97M-V/def2-TZVPD

Each line ends with the Mulliken charge.
CARTESIAN COORDINATES (ANGSTROEM)
1 O -1.54 -2.60 0.35  -0.5711
2 C -1.50 -1.47 0.84  0.1420
3 N -0.19 -0.92 0.75  -0.1036
4 C 0.14 0.47 1.16  -0.7052
5 C 0.20 1.56 -0.03  -0.4041
6 S 1.36 1.20 -1.39  -0.2621
7 H -2.43 -1.06 1.29  0.3120
8 H 0.61 -1.44 0.46  0.2539
9 H 1.03 0.31 1.71  0.3830
10 H -0.77 0.95 1.75  0.2508
11 H 0.17 2.64 0.33  0.3614
12 H -0.87 1.45 -0.67  0.2271
13 H 1.01 1.82 -2.49  0.1159

## Properties
LUMO   0.7 eV
Net charge   0
Energy above the lowest of the compared OMol25 structures with the same formula, charge and spin   223.0 kJ/mol
Spin multiplicity   1
Kohn-Sham gap   0.364 Eh
Strongest force on any atom   0.0980 Eh/bohr


Formula: C3H7NOS
Source: the OMol25 dataset
Level of theory: wB97M-V/def2-TZVPD

Each line ends with the Mulliken charge.
CARTESIAN COORDINATES (ANGSTROEM)
1 C 1.15 -0.40 -0.64  0.4605
2 C 0.39 -1.65 -0.88  -1.1247
3 C 0.54 0.66 -0.18  -0.8333
4 N -1.01 1.37 1.64  -0.5889
5 O -1.60 2.11 -0.77  -0.6024
6 S -1.24 0.88 -0.05  0.5226
7 H 2.22 -0.61 -0.59  0.3092
8 H 0.82 -2.29 -1.67  0.3391
9 H -0.64 -1.40 -1.18  0.3438
10 H 0.28 -2.30 0.07  0.2268
11 H 1.21 1.51 0.07  0.4035
12 H -1.86 1.30 2.17  0.2501
13 H -0.26 0.82 2.00  0.2936

## Properties
LUMO   0.6 eV
Net charge   0
Energy above the lowest of the compared OMol25 structures with the same formula, charge and spin   251.4 kJ/mol
Spin multiplicity   1
Kohn-Sham gap   0.361 Eh
Strongest force on any atom   0.0475 Eh/bohr


Formula: C3H7NOS
Source: the OMol25 dataset
Level of theory: wB97M-V/def2-TZVPD

Each line ends with the Mulliken charge.
CARTESIAN COORDINATES (ANGSTROEM)
1 C -0.60 -1.70 0.13  -0.8388
2 C 0.89 0.21 -0.15  0.2789
3 C 0.76 1.71 0.06  -0.8317
4 H -1.51 -1.87 -0.14  0.3842
5 H -0.61 -1.57 1.34  0.2601
6 H 0.11 -2.45 -0.24  0.3830
7 H -2.07 0.13 -0.78  0.3819
8 H 1.73 2.18 -0.27  0.3488
9 H -0.02 2.08 -0.70  0.2815
10 H 0.70 1.70 1.46  0.2419
11 N -0.30 -0.40 -0.51  -0.1164
12 O -1.34 0.56 -0.06  -0.4392
13 S 2.25 -0.59 -0.14  -0.3342

## Properties
LUMO   0.3 eV
Net charge   0
Energy above the lowest of the compared OMol25 structures with the same formula, charge and spin   505.7 kJ/mol
Spin multiplicity   1
Kohn-Sham gap   0.324 Eh
Strongest force on any atom   0.1304 Eh/bohr


Formula: C3H7NOS2
Source: the OMol25 dataset
Level of theory: wB97M-V/def2-TZVPD

Each line ends with the Mulliken charge.
CARTESIAN COORDINATES (ANGSTROEM)
1 C -0.40 0.59 -0.26  0.6253
2 C 2.13 -0.06 0.43  -1.0698
3 C 0.89 -0.21 -0.65  -0.3711
4 N -1.52 -0.11 -0.12  -0.1157
5 O -0.41 1.81 -0.29  -0.6283
6 S -1.72 -1.80 0.16  -0.1504
7 S -2.92 0.82 0.20  -0.1360
8 H 2.47 -1.02 0.41  0.3365
9 H 1.89 0.29 1.42  0.3197
10 H 2.91 0.58 0.13  0.3273
11 H 0.61 -1.25 -0.74  0.2831
12 H 1.20 0.23 -1.59  0.2690
13 H -2.46 -1.81 1.35  0.1522
14 H -2.66 1.94 -0.47  0.1582

## Properties
LUMO   0.4 eV
Net charge   0
Energy above the lowest of the compared OMol25 structures with the same formula, charge and spin   222.6 kJ/mol
Spin multiplicity   1
Kohn-Sham gap   0.345 Eh
Strongest force on any atom   0.0711 Eh/bohr


Formula: C3H7NOS2
Source: the OMol25 dataset
Level of theory: wB97M-V/def2-TZVPD

Each line ends with the Mulliken charge.
CARTESIAN COORDINATES (ANGSTROEM)
1 N -0.09 1.13 -1.35  -0.5280
2 C -0.56 0.64 -0.07  0.1766
3 C -0.25 1.74 1.02  -0.1130
4 O -0.42 2.89 0.74  -0.3826
5 C 0.17 -0.60 0.39  -0.9394
6 S 0.15 -1.84 -0.98  0.2569
7 S 1.33 -3.33 -0.32  -0.0078
8 H -0.55 2.02 -1.56  0.2746
9 H 0.91 1.25 -1.41  0.2394
10 H -1.64 0.53 -0.15  0.3703
11 H 0.09 1.42 2.02  0.3572
12 H -0.57 -1.16 0.97  0.4431
13 H 1.14 -0.51 0.87  0.5820
14 H 0.29 -4.17 -0.19  0.2707

## Properties
LUMO (alpha / beta)   -4.4 / -8.5 eV
Net charge   +1
Energy above the lowest of the compared OMol25 structures with the same formula, charge and spin   135.7 kJ/mol
<S²>   0.755
Spin multiplicity   2
Kohn-Sham gap (alpha / beta)   0.339 / 0.180 Eh
Strongest force on any atom   0.0403 Eh/bohr


Formula: C3H7NP
Source: the OMol25 dataset
Level of theory: wB97M-V/def2-TZVPD

Each line ends with the Mulliken charge.
CARTESIAN COORDINATES (ANGSTROEM)
1 C 1.36 0.07 0.52  -0.1330
2 C 0.90 1.25 0.25  -0.5223
3 C -1.47 -0.08 -0.13  -0.2519
4 N -1.57 -1.06 -0.94  -0.2097
5 P 2.62 -1.19 0.62  -0.0120
6 H 0.12 1.78 0.91  0.3979
7 H 1.19 1.80 -0.67  0.3072
8 H -0.96 0.88 -0.34  0.4235
9 H -2.24 0.02 0.67  0.2707
10 H -2.23 -1.87 -0.62  0.3247
11 H -1.14 -1.12 -1.88  0.3074
12 H 3.42 -0.48 1.61  0.0976

## Properties
LUMO (alpha / beta)   -5.3 / -5.9 eV
Net charge   +1
Energy above the lowest of the compared OMol25 structures with the same formula, charge and spin   77.7 kJ/mol
<S²>   2.011
Spin multiplicity   3
Kohn-Sham gap (alpha / beta)   0.193 / 0.284 Eh
Strongest force on any atom   0.0531 Eh/bohr


Which value of net charge does entry 1 give?
+1